# C15H26N4O3

A single C15H26N4O3 molecule (ωB97M-V/def2-TZVPD, OMol25).

Summary:
SMILES string: CCCCN1C(=O)NC(=O)/C(=C(\C)NCCCN(C)C)C1=O
Relative energy (zero: lowest compared OMol25 entry of this formula, charge and spin), kcal/mol: 0.0
E_HOMO, Ha: -0.3206
LUMO energy, eV: 0.67
Frontier orbital gap, eV: 9.39

Structure (XYZ):
```
48
Properties=species:S:1:pos:R:3:forces:R:3
C -0.9575 -3.0817 0.1927 -0.079 0.116 0.147
C -2.1632 -2.5080 0.9284 -0.046 -0.156 -0.221
C -3.4104 -2.4056 0.0500 0.119 0.230 0.113
C -3.2856 -1.4031 -1.0991 -0.194 -0.459 -0.106
N -3.0149 -0.0556 -0.6122 -0.062 -0.245 -0.167
C -4.0771 0.6151 -0.0492 0.134 0.255 0.039
O -5.1942 0.1575 0.0081 -0.248 -0.120 0.013
N -3.7703 1.8562 0.4379 -0.276 0.301 0.219
C -2.5373 2.4956 0.4671 -0.045 -0.072 -0.024
O -2.4907 3.5949 0.9908 -0.136 0.191 0.109
C -1.4600 1.7590 -0.1605 0.109 -0.069 -0.049
C -0.1403 2.2626 -0.1961 -0.074 -0.091 -0.088
N 0.7941 1.6154 -0.8623 -0.253 -0.414 -0.104
C 2.1978 1.9255 -0.9030 0.590 0.371 -0.076
C 2.9582 0.7885 -1.5793 -0.151 -0.044 0.300
H 4.0010 1.0867 -1.6903 0.002 0.034 -0.069
H 2.5529 0.6091 -2.5763 0.060 0.026 -0.101
C 2.8586 -0.5058 -0.7635 0.061 0.208 -0.051
N 3.2367 -0.2867 0.6242 -0.054 -0.132 -0.043
C 2.6052 -1.2368 1.5162 0.004 0.042 0.011
H 2.9073 -2.2768 1.3185 0.000 -0.050 0.004
H 2.8733 -0.9901 2.5428 -0.025 -0.052 0.066
H 1.5238 -1.1609 1.4133 -0.064 -0.062 0.032
C 4.6733 -0.2751 0.8050 -0.079 0.067 0.005
H 5.1378 -1.2444 0.5637 0.008 -0.025 -0.018
H 5.1172 0.4885 0.1696 0.117 0.030 -0.006
H 4.9000 -0.0322 1.8422 0.084 0.018 0.015
H 1.8243 -0.8540 -0.7794 0.008 -0.080 -0.004
H 3.4769 -1.2848 -1.2398 -0.081 -0.032 0.039
H 2.3601 2.8631 -1.4492 0.013 -0.077 0.070
H 2.5836 2.0434 0.1151 -0.039 0.052 -0.150
H 0.4738 0.7477 -1.3131 -0.074 0.227 0.123
C 0.2834 3.5057 0.5082 -0.093 0.203 0.105
H -0.5658 4.0227 0.9391 0.129 -0.049 -0.041
H 0.9855 3.2434 1.2997 0.108 -0.037 0.027
H 0.7978 4.1660 -0.1880 0.102 0.020 -0.048
C -1.7429 0.4705 -0.7553 0.161 0.258 0.036
O -0.9073 -0.2012 -1.3731 0.037 -0.075 -0.042
H -4.5367 2.3715 0.8562 0.148 -0.125 -0.081
H -4.2275 -1.3733 -1.6516 0.150 0.001 0.005
H -2.4716 -1.6721 -1.7713 -0.165 0.071 0.054
H -3.6302 -3.3828 -0.3840 -0.061 -0.058 -0.005
H -4.2620 -2.1121 0.6664 -0.049 -0.084 -0.066
H -1.9113 -1.5198 1.3227 -0.024 0.015 0.112
H -2.4002 -3.1478 1.7818 0.002 0.093 0.057
H -0.1315 -3.2336 0.8846 0.133 -0.061 0.007
H -0.6271 -2.4042 -0.5899 0.076 -0.008 -0.093
H -1.2071 -4.0399 -0.2580 0.016 -0.151 -0.054
```
Forces are in eV/Å.

# C17H45FN3O9P2S

A 3-piece molecular cluster, C17H45FN3O9P2S overall (ωB97M-V/def2-TZVPD, OMol25).

Summary:
Relative energy (zero: lowest compared OMol25 entry of this formula, charge and spin), kcal/mol: 114.3
E_HOMO, Ha: -0.1392
LUMO energy, eV: 2.26
Net charge: -1
Frontier orbital gap, eV: 6.04

Structure (XYZ):
```
78
Properties=species:S:1:pos:R:3:forces:R:3
C -5.0309 -1.2626 2.4019 -0.064 -0.740 1.058
N -4.1139 -1.8980 1.3896 -0.176 1.271 -0.132
C -3.7840 -1.0150 0.2186 1.379 -1.959 -0.622
C -3.0779 0.4149 0.5618 -1.599 0.524 -5.306
S -1.9746 0.6314 2.0504 4.834 7.961 3.987
O -0.5745 1.2300 1.6340 -5.286 -3.760 1.111
O -2.5608 1.6650 3.0898 0.960 -4.967 -3.538
F -1.6329 -0.7912 2.9392 -0.769 1.586 -1.553
C -4.3371 1.4918 0.4477 -2.887 2.228 0.694
O -4.2403 2.3686 -0.7663 0.862 -3.048 2.160
P -2.5092 2.5180 -0.9210 1.897 3.065 1.432
P -2.5505 2.2855 -3.1206 -0.503 0.217 -2.054
C -0.7378 2.7038 -3.6940 0.662 -0.642 0.709
O -2.8538 0.6289 -3.5773 1.352 0.240 -1.485
O -2.1664 0.8311 -0.5540 -3.181 -1.772 3.073
H -4.9024 -1.8894 3.4099 -0.531 1.340 -2.192
H -6.1432 -1.3478 2.0182 2.186 0.277 0.845
H -4.7873 -0.1546 2.6855 -0.404 -1.815 -0.633
H -3.2890 -2.3761 1.8086 -1.019 0.952 -0.515
H -4.7506 -0.8820 -0.4693 2.247 0.187 1.738
H -3.0150 -1.6224 -0.4613 -1.546 1.410 1.482
H -5.4297 1.0495 0.2901 2.648 -0.054 0.403
H -4.5195 2.1436 1.4308 1.058 -1.291 -2.015
H -2.5892 2.9696 0.4678 0.356 -0.661 -0.070
H -2.5949 3.9470 -1.2272 -0.374 -0.155 -0.619
H -1.0820 2.7644 -0.8149 0.129 -0.428 -0.513
H -0.6337 3.8359 -4.0437 -0.276 -2.612 0.739
H -0.4688 1.9455 -4.5575 -0.400 1.671 1.604
H -0.0623 2.4821 -2.7468 -0.933 0.611 -2.034
H -2.6304 0.4740 -4.5532 -0.545 0.585 2.124
C 3.3530 2.0267 -3.8956 -0.342 0.121 -0.187
O 2.7750 3.2384 -4.3633 0.446 -0.020 0.431
C 3.0777 4.3626 -3.5263 -0.176 0.400 -0.571
C 3.9960 5.3475 -4.2679 0.040 -0.680 0.291
N 5.3428 4.7931 -4.4380 -0.103 0.215 -0.188
C 6.1848 5.5713 -5.3532 -0.111 -0.418 -0.070
C 5.7469 5.6360 -6.8300 0.578 0.050 0.049
O 5.8293 4.3839 -7.5108 -0.422 0.382 0.189
C 4.6746 3.5630 -7.3724 0.349 -0.171 -0.181
H 2.9669 1.2072 -4.5070 -0.032 0.175 0.030
H 4.4396 2.0500 -3.9981 0.170 -0.081 0.149
H 3.0787 1.8393 -2.8529 0.072 -0.019 -0.034
H 3.5071 4.0597 -2.5648 0.076 -0.080 -0.182
H 2.1258 4.8634 -3.3189 0.077 -0.042 0.017
H 4.0590 6.2806 -3.6962 0.040 -0.068 -0.044
H 3.5353 5.5665 -5.2355 -0.239 0.115 0.006
H 5.2683 3.8455 -4.8010 -0.022 0.241 0.140
H 7.1831 5.1199 -5.3178 -0.064 0.103 -0.118
H 6.2882 6.5914 -4.9632 -0.116 -0.057 -0.052
H 6.4523 6.2977 -7.3469 -0.028 -0.096 0.035
H 4.7600 6.0920 -6.9609 -0.102 -0.181 0.083
H 3.7538 4.1441 -7.2725 0.081 0.001 0.124
H 4.7964 2.8885 -6.5234 -0.274 -0.003 0.088
H 4.5930 2.9417 -8.2672 0.062 0.105 -0.009
C -0.1705 -7.9144 6.4336 -0.262 0.205 0.244
O -0.4014 -6.6720 7.0847 0.480 -0.280 -0.241
C 0.7068 -5.7685 6.9760 -0.454 0.644 0.042
C 0.3295 -4.5654 6.0966 0.109 -0.720 -0.159
N 0.1887 -4.9581 4.6908 -0.039 0.069 0.275
C -0.4137 -3.9178 3.8500 -0.233 -0.200 -0.035
C -1.8735 -3.5252 4.1529 0.167 0.157 -0.653
O -2.8170 -4.5616 3.8818 0.132 0.046 0.625
C -3.0100 -5.4758 4.9558 -0.192 0.025 -0.532
H -0.9985 -8.5852 6.6766 0.049 0.159 0.027
H -0.1392 -7.7851 5.3501 0.152 -0.118 -0.105
H 0.7598 -8.3725 6.7835 0.018 -0.010 -0.093
H 1.6120 -6.2654 6.6096 -0.183 -0.045 -0.131
H 0.9161 -5.4071 7.9887 0.005 -0.004 -0.065
H 1.1090 -3.7995 6.1814 -0.071 -0.051 -0.048
H -0.6051 -4.1506 6.4849 0.017 0.099 0.255
H -0.3942 -5.7902 4.6353 0.151 0.230 0.052
H -0.3718 -4.2876 2.8190 -0.077 0.128 0.084
H 0.2157 -3.0200 3.8866 -0.119 -0.072 0.074
H -2.1348 -2.7055 3.4727 0.096 -0.325 0.262
H -2.0051 -3.1265 5.1642 0.002 -0.160 0.083
H -2.8818 -5.0080 5.9357 0.125 -0.001 -0.053
H -2.3365 -6.3271 4.8461 0.074 -0.087 0.268
H -4.0297 -5.8623 4.8907 0.016 0.097 -0.049
```
Forces are in eV/Å.

# C37H52BN4O2P2RuS2

C37H52BN4O2P2RuS2 as an isolated structure (ωB97M-V/def2-TZVPD, OMol25).

Summary:
Multiplicity: 2
Relative energy (zero: lowest compared OMol25 entry of this formula, charge and spin), kcal/mol: 0.0
E_HOMO (spin up / spin down), Ha: -0.2772 / -0.2750
LUMO energy (spin up / spin down), eV: 0.21 / -0.33
Frontier orbital gap (spin up / spin down), eV: 7.76 / 7.16

Structure (XYZ):
```
101
Properties=species:S:1:pos:R:3:forces:R:3
Ru -0.1162 -0.5383 -0.2671 -0.259 -0.400 -0.310
C -3.1070 0.9899 3.0269 0.012 0.006 -0.003
C -2.6769 2.4229 2.6736 0.069 0.054 0.083
C -3.8345 3.0960 1.9329 -0.003 -0.026 0.026
C -2.4290 3.1511 4.0022 -0.034 -0.007 -0.021
P -1.1776 2.2876 1.5206 -0.204 -0.059 0.016
C 0.1073 1.8736 2.7808 0.039 -0.078 0.001
N 1.2088 1.1468 2.1929 -0.012 0.138 -0.105
B 1.2953 0.3312 0.9996 -0.259 0.125 -0.118
N 2.6848 -0.0176 0.9063 0.040 0.055 -0.034
C 3.2405 -0.8356 -0.1281 -0.067 0.000 0.036
P 1.9168 -0.8916 -1.4287 0.225 -0.099 0.164
C 2.1097 -2.6544 -2.0757 0.002 0.023 -0.014
C 1.5388 -3.5697 -0.9827 0.035 0.002 0.019
C 1.3441 -2.9080 -3.3830 -0.010 -0.006 0.039
C 3.5724 -3.0511 -2.3142 0.021 -0.035 -0.036
C 2.5505 0.3412 -2.7123 0.056 0.025 0.045
C 4.0619 0.2559 -2.9729 0.016 -0.008 -0.053
C 1.8528 0.1990 -4.0710 -0.013 0.016 0.010
C 2.2795 1.7327 -2.1312 0.012 0.005 0.037
C 3.3861 0.5022 1.9794 -0.003 -0.022 0.022
C 4.7214 0.4127 2.3215 -0.002 0.008 0.006
C 5.1458 1.0646 3.4791 0.007 0.002 -0.005
C 4.2501 1.7754 4.2647 0.001 -0.001 0.003
C 2.8998 1.8597 3.9233 0.007 0.011 -0.001
C 2.4742 1.2198 2.7735 0.010 0.031 0.008
C -0.6669 4.0158 0.9560 -0.029 -0.003 0.024
C -1.4799 4.3346 -0.3044 -0.036 0.020 -0.001
C 0.8096 3.9242 0.5541 -0.017 -0.081 0.000
C -0.8040 5.1634 1.9547 -0.017 -0.022 0.006
H -3.9644 1.0407 3.7036 0.001 0.006 0.022
H -3.4101 0.4200 2.1526 0.002 0.127 0.145
H -2.3211 0.4327 3.5398 0.025 -0.016 -0.005
H -4.7400 3.0332 2.5433 -0.004 0.000 0.000
H -3.6414 4.1508 1.7388 -0.001 0.003 0.016
H -4.0409 2.6057 0.9788 0.011 -0.010 -0.025
H -3.3045 3.0124 4.6438 -0.003 0.020 -0.001
H -1.5714 2.7479 4.5422 -0.032 0.011 0.006
H -2.2843 4.2194 3.8792 0.038 0.064 -0.023
H 0.4830 2.7911 3.2458 -0.011 -0.015 -0.017
H -0.3597 1.2873 3.5780 0.004 -0.007 -0.023
H 4.1702 -0.4129 -0.5096 0.015 -0.057 0.010
H 3.4590 -1.8457 0.2288 -0.050 -0.017 0.013
H 0.4826 -3.3783 -0.8147 -0.026 0.008 -0.022
H 1.6522 -4.6074 -1.3083 0.013 0.005 -0.001
H 2.0484 -3.4569 -0.0254 -0.021 0.012 0.010
H 0.3798 -2.4103 -3.4155 -0.089 0.036 0.018
H 1.9211 -2.5978 -4.2515 -0.007 0.011 -0.003
H 1.1643 -3.9821 -3.4774 0.003 0.000 -0.003
H 4.2190 -2.8774 -1.4542 -0.010 0.011 0.004
H 3.5972 -4.1237 -2.5257 0.003 -0.002 0.003
H 3.9989 -2.5468 -3.1799 -0.023 -0.070 0.043
H 4.3814 -0.7201 -3.3316 -0.001 0.096 0.021
H 4.2967 0.9820 -3.7558 0.004 -0.004 -0.004
H 4.6630 0.5260 -2.1061 -0.006 0.008 -0.009
H 2.2639 -0.6322 -4.6411 -0.009 0.008 -0.001
H 0.7762 0.0781 -3.9880 -0.013 -0.008 0.014
H 2.0407 1.1113 -4.6440 0.003 0.000 -0.004
H 2.7913 1.8674 -1.1749 -0.043 0.016 0.020
H 2.6606 2.4878 -2.8245 0.000 -0.010 -0.002
H 1.2167 1.9101 -1.9848 -0.069 -0.009 0.005
H 5.4173 -0.1522 1.7137 0.000 -0.001 0.000
H 6.1862 1.0079 3.7710 0.000 -0.001 -0.001
H 4.6001 2.2662 5.1634 0.000 -0.002 0.002
H 2.2076 2.4009 4.5555 0.014 -0.005 0.005
H -1.3733 3.5481 -1.0524 0.021 -0.044 -0.036
H -2.5437 4.4502 -0.0923 0.030 0.000 -0.012
H -1.1237 5.2721 -0.7416 -0.005 0.000 0.003
H 0.9860 3.0904 -0.1230 0.037 -0.049 -0.044
H 1.0938 4.8469 0.0398 0.002 -0.012 0.003
H 1.4682 3.8049 1.4161 0.005 -0.016 0.013
H -1.8433 5.4008 2.1773 -0.018 -0.010 0.012
H -0.2830 4.9566 2.8910 -0.006 0.000 0.021
H -0.3518 6.0605 1.5207 -0.001 0.003 0.008
O -0.7261 -3.3618 2.5995 0.018 -0.038 -0.044
C -0.7685 -2.4645 1.7820 -0.029 0.013 0.044
O 0.2576 -1.8437 1.2905 0.042 0.017 -0.231
C -2.1193 -2.0033 1.2647 -0.005 0.060 0.010
C -3.2634 -2.7319 1.5365 -0.077 0.051 0.030
C -4.4669 -2.2974 1.0056 0.033 -0.021 0.024
C -4.4880 -1.1267 0.2621 0.029 0.032 0.002
C -3.3016 -0.4466 0.0545 0.009 0.040 -0.208
N -2.1379 -0.8934 0.5205 0.323 -0.145 0.294
H -3.1726 -3.6199 2.1456 0.002 -0.006 -0.011
H -5.3761 -2.8611 1.1694 -0.003 0.011 0.020
H -5.4065 -0.7351 -0.1524 -0.001 -0.016 -0.009
H -3.2576 0.4679 -0.5241 -0.007 -0.003 0.005
S -1.1492 0.4656 -2.2550 0.186 0.174 0.089
C -1.7791 -1.0973 -2.5872 0.066 0.076 -0.127
N -1.4964 -2.1214 -1.8356 0.102 0.029 -0.001
C -2.1167 -3.2752 -2.2879 -0.085 0.009 0.007
C -2.0336 -4.5297 -1.6858 0.004 0.011 0.013
C -2.7230 -5.5860 -2.2504 0.002 -0.006 -0.005
C -3.4927 -5.4101 -3.4033 0.008 0.006 -0.009
C -3.5866 -4.1696 -4.0097 -0.005 -0.009 -0.007
C -2.8968 -3.1062 -3.4417 0.076 0.025 0.004
S -2.8159 -1.4432 -3.9561 -0.037 -0.052 0.073
H -1.4411 -4.6589 -0.7888 -0.011 -0.008 0.004
H -2.6663 -6.5649 -1.7926 -0.002 0.001 0.002
H -4.0215 -6.2526 -3.8288 -0.001 0.000 0.003
H -4.1819 -4.0329 -4.9028 -0.005 -0.001 0.003
```
Forces are in eV/Å.

# Be3Ca4O20P5Sr2

Be3Ca4O20P5Sr2 as an isolated structure (ωB97M-V/def2-TZVPD, OMol25).

Summary:
E_HOMO, Ha: -0.5566
LUMO energy, eV: -12.95
Net charge: +3
Frontier orbital gap, eV: 2.19

Structure (XYZ):
```
34
Properties=species:S:1:pos:R:3:forces:R:3
Sr 2.6571 -2.1702 -0.5818 -1.851 -0.697 1.037
Sr -2.3340 -2.9518 -1.2983 -0.066 0.586 2.930
Ca 1.9890 1.5946 -2.9644 -0.715 -0.117 -2.204
Ca -3.4049 1.2385 -0.6148 -0.728 -2.010 1.476
Ca 2.0780 1.7642 1.3145 -1.571 0.302 1.771
Ca -0.9144 -0.1557 2.1696 -1.124 -0.868 0.785
Be -0.3902 3.3514 -1.1453 0.173 -0.257 -0.163
Be -1.9593 1.3614 -3.9956 1.160 -0.032 -0.928
Be 0.5385 -2.1267 -3.4557 0.197 0.669 0.044
P 1.2528 -1.7814 3.1406 3.619 -3.625 -0.601
O 1.0023 -3.3270 3.5627 0.341 2.297 -0.079
O 0.3395 -1.1610 4.1363 -1.150 0.541 0.540
O 0.7221 -1.6597 1.6648 3.191 0.836 0.719
O 2.7859 -1.5227 3.4087 -3.127 -0.233 -1.635
P 1.0726 2.0879 4.1212 1.654 -1.541 -1.009
O 1.6483 3.2132 3.3162 2.817 2.782 -0.991
O 0.5441 1.3197 2.9085 -0.334 -1.803 -0.761
O 0.1153 2.7819 4.9588 -2.411 0.971 2.254
O 2.2891 1.4761 4.7974 -0.498 0.196 -0.240
P -0.2795 0.1607 -1.0421 4.307 -0.644 -6.087
O -0.1252 1.2361 -2.2359 0.253 -0.091 0.303
O 0.5968 -1.1053 -1.4069 0.295 0.216 -0.688
O -1.6769 -0.1189 -0.9158 -5.064 -0.921 0.088
O 0.3959 0.7875 0.0715 2.669 2.820 5.060
P -2.8917 -1.8538 1.7433 -1.157 2.412 2.148
O -1.6177 -2.1018 0.9887 4.347 0.666 -3.035
O -2.7295 -1.1971 3.0993 1.840 0.609 0.472
O -3.4706 -3.1327 1.6680 -4.420 -6.488 -0.732
O -3.5982 -0.7536 0.9531 -1.444 4.020 -3.653
P 0.9799 0.9711 -5.5776 4.813 1.871 -5.112
O -0.4367 1.2283 -5.8448 -3.887 0.254 0.804
O 1.9125 2.2587 -5.5192 -1.559 -2.166 2.143
O 1.5925 0.3097 -6.8864 -1.136 1.175 0.376
O 1.3165 -0.0217 -4.5388 0.565 -1.729 4.967
```
Forces are in eV/Å.